No. 1
80
Properties=species:S:1:pos:R:3:mulliken_charge:R:1 method="wB97M-V/def2-TZVPD" orbital_gap_ha=0.1319 e_tot_ev=-47450.5579 homo_energy_ev=-1.3 charge=-1
C 4.593 5.429 -1.508 -0.88
O 4.508 4.082 -1.999 -0.45
C 3.317 3.456 -2.001 0.88
C 3.302 2.113 -2.450 -0.72
C 2.174 1.335 -2.317 -0.54
C 0.962 1.794 -1.643 -0.12
C -0.037 0.795 -1.336 0.37
C -1.425 1.190 -1.130 0.08
C -2.444 0.279 -1.564 -0.89
C -3.786 0.504 -1.335 -0.43
C -4.216 1.730 -0.848 0.32
O -5.573 1.901 -0.624 -0.45
C -6.333 2.824 -1.366 0.51
C -7.373 2.335 -2.167 -0.52
C -7.979 3.203 -3.076 -0.30
C -7.606 4.552 -3.112 -0.49
C -6.639 5.033 -2.230 -0.47
C -6.007 4.175 -1.326 -0.27
C -3.284 2.685 -0.459 -0.29
C -1.913 2.401 -0.546 -0.77
C 0.948 3.232 -1.449 -0.92
C 2.111 3.995 -1.505 -0.53
H 5.621 5.711 -1.658 0.25
H 3.951 6.092 -2.066 0.34
H 4.354 5.470 -0.456 0.35
H 4.203 1.671 -2.846 0.42
H 2.168 0.289 -2.669 0.46
H 0.038 -0.070 -2.141 0.52
H -2.154 -0.662 -2.034 0.41
H -4.514 -0.275 -1.513 0.44
H -7.665 1.287 -2.076 0.41
H -8.751 2.817 -3.740 0.34
H -8.099 5.229 -3.818 0.35
H -6.369 6.090 -2.231 0.35
H -5.293 4.541 -0.597 0.32
H -3.603 3.603 0.002 0.44
H -1.212 3.106 -0.074 0.47
H 0.042 3.810 -1.229 0.38
H 2.123 5.025 -1.143 0.34
C 0.521 -0.585 -0.659 0.28
Zr 1.725 -2.975 1.529 0.10
C 3.354 -1.671 2.177 -1.30
C 2.867 -4.892 1.713 -0.13
C 1.600 -5.245 1.117 -0.85
C 1.604 -4.794 -0.264 0.55
C 0.572 -4.707 -1.234 -0.84
C 0.854 -4.123 -2.458 -0.62
C 2.107 -3.540 -2.721 -0.41
C 3.112 -3.527 -1.762 -0.96
C 2.883 -4.173 -0.520 0.91
C 3.651 -4.236 0.706 -1.24
C -0.386 -3.183 2.522 -0.65
C 0.627 -3.770 3.388 -1.02
C 1.066 -2.720 4.301 0.72
C 2.002 -2.750 5.349 -0.84
C 2.399 -1.545 5.914 -0.39
C 1.858 -0.325 5.475 -0.48
C 0.885 -0.280 4.474 -0.64
C 0.448 -1.484 3.900 0.71
C -0.369 -1.770 2.736 -1.02
H -0.269 -1.472 -0.818 0.12
H 0.469 0.010 0.411 0.02
H 1.582 -0.751 -1.145 -0.04
H 3.812 -2.164 3.055 0.28
H 4.141 -1.533 1.413 0.41
H 3.006 -0.669 2.493 0.36
H 3.208 -5.164 2.710 0.35
H 0.783 -5.818 1.550 0.61
H -0.399 -5.155 -1.000 0.42
H 0.106 -4.135 -3.259 0.35
H 2.290 -3.121 -3.715 0.39
H 4.087 -3.079 -1.960 0.40
H 4.673 -3.869 0.783 0.50
H -1.034 -3.733 1.837 0.54
H 0.738 -4.826 3.630 0.62
H 2.382 -3.721 5.685 0.36
H 3.145 -1.538 6.717 0.34
H 2.203 0.606 5.930 0.34
H 0.477 0.664 4.112 0.39
H -0.918 -1.014 2.170 0.66

---

No. 2
93
Properties=species:S:1:pos:R:3:mulliken_charge:R:1 method="wB97M-V/def2-TZVPD" e_above_lowest_kcal_mol=3.57 orbital_gap_ha=0.2510 e_tot_ev=-124752.9126 homo_energy_ev=-12.3 charge=+2
In -0.955 0.713 0.006 1.00
S -1.686 2.355 -1.754 -0.32
C -0.683 1.714 -2.988 0.60
N 0.421 1.076 -2.779 -0.16
C 0.925 0.574 -3.958 -0.54
C 2.064 -0.215 -4.105 -0.54
C 2.386 -0.702 -5.356 -0.74
C 1.598 -0.415 -6.469 -0.74
C 0.475 0.381 -6.354 -0.43
C 0.150 0.869 -5.100 0.88
S -1.229 1.831 -4.652 -0.16
H 2.680 -0.430 -3.244 0.66
H 3.260 -1.324 -5.478 0.46
H 1.867 -0.809 -7.436 0.46
H -0.136 0.625 -7.208 0.50
S 2.817 1.023 4.404 0.03
C 3.674 0.584 5.822 -0.44
C 4.068 -0.717 5.798 -0.78
C 3.688 -1.384 4.619 -0.63
C 3.000 -0.582 3.745 0.42
C 2.460 -0.921 2.454 0.14
C 1.439 -0.138 1.893 0.77
N 0.869 -0.424 0.752 0.36
C 1.272 -1.482 0.040 0.28
C 2.342 -2.301 0.479 0.31
C 2.810 -3.345 -0.377 -1.23
C 2.252 -3.552 -1.594 -1.28
C 1.120 -2.795 -2.031 0.51
C 0.495 -2.972 -3.266 -0.78
C -0.630 -2.218 -3.598 0.45
C -1.140 -1.356 -2.603 -1.39
N -0.536 -1.141 -1.462 0.46
C 0.599 -1.795 -1.177 -0.09
C -1.236 -2.262 -4.899 0.47
C -2.317 -1.544 -5.363 -0.33
C -2.589 -1.769 -6.718 -0.79
C -1.717 -2.650 -7.286 -0.34
S -0.556 -3.230 -6.180 -0.13
C 2.911 -2.014 1.721 -0.75
H 3.839 1.314 6.590 0.49
H 4.628 -1.177 6.590 0.46
H 3.892 -2.425 4.445 0.44
H 1.043 0.721 2.419 -0.50
H 3.626 -3.962 -0.027 0.51
H 2.641 -4.316 -2.248 0.52
H 0.898 -3.681 -3.974 0.54
H -2.063 -0.818 -2.776 0.50
H -2.892 -0.863 -4.765 0.57
H -3.403 -1.312 -7.249 0.45
H -1.699 -2.991 -8.302 0.51
H 3.703 -2.634 2.111 0.56
S -0.591 2.613 1.751 -0.47
C 0.604 3.598 0.978 0.41
N 0.307 4.363 -0.055 0.06
C 1.257 5.296 -0.632 -0.71
C 2.669 4.747 -0.461 -0.59
C 2.912 4.409 1.007 -0.61
N 1.820 3.591 1.502 0.06
H -0.627 4.312 -0.450 0.26
H 1.155 6.268 -0.136 0.31
H 1.024 5.428 -1.688 0.43
H 3.401 5.485 -0.786 0.41
H 2.778 3.849 -1.074 0.21
H 2.986 5.322 1.608 0.34
H 3.843 3.851 1.120 0.38
H 1.962 3.061 2.352 -0.03
O -1.371 -0.195 2.515 -0.32
S -2.059 -0.417 3.826 0.02
C -2.032 1.187 4.727 -0.91
C -0.731 1.247 5.502 0.13
C -0.504 -0.150 6.071 -0.75
C -0.751 -1.127 4.933 -0.15
H -2.893 1.176 5.391 0.52
H -2.142 1.982 3.994 0.33
H -0.788 1.995 6.291 0.48
H 0.089 1.519 4.836 -0.32
H -1.201 -0.343 6.888 0.36
H 0.507 -0.262 6.462 0.34
H -1.099 -2.096 5.284 0.52
H 0.120 -1.264 4.292 -0.21
N -6.407 -2.047 1.661 -0.43
C -5.297 -1.439 1.228 0.89
C -4.111 -2.164 0.984 -0.68
C -3.002 -1.506 0.528 -0.43
N -2.981 -0.194 0.291 0.35
C -4.081 0.519 0.542 -0.57
C -5.243 -0.047 1.001 -0.89
H -6.431 -3.046 1.772 0.21
H -7.261 -1.535 1.798 0.20
H -4.080 -3.229 1.156 0.42
H -2.073 -2.032 0.344 0.36
H -4.015 1.586 0.348 0.45
H -6.111 0.568 1.185 0.41

---

No. 3
92
Properties=species:S:1:pos:R:3:nbo_charge:R:1 method="wB97M-V/def2-TZVPD" e_above_lowest_kcal_mol=0.00 spin_multiplicity=3 orbital_gap_ha="0.2920 / 0.2425" e_tot_ev=-107846.1826 homo_energy_ev="-12.6 / -12.8" charge=+2 s2=2.02
Tc 0.418 0.085 0.022 0.41
O 0.700 -0.122 2.050 -0.55
N -2.113 0.875 2.528 -0.46
C -2.806 0.971 3.660 0.04
C -4.190 0.981 3.710 -0.25
C -4.883 0.916 2.511 -0.15
C -4.177 0.817 1.327 -0.25
C -2.783 0.776 1.389 0.07
S -1.913 0.621 -0.144 -0.06
H -2.217 1.050 4.569 0.19
H -4.709 1.046 4.656 0.24
H -5.964 0.948 2.500 0.23
H -4.678 0.763 0.370 0.23
N -0.207 3.093 -1.630 -0.79
C 0.451 3.231 -0.472 0.31
N 0.829 2.245 0.329 -0.55
C 1.454 2.764 1.462 0.09
C 1.585 4.111 1.478 -0.40
S 0.899 4.813 0.078 0.48
C 1.905 1.948 2.583 0.11
C 2.724 2.376 3.571 -0.41
S 2.916 1.203 4.818 0.53
C 1.898 0.131 3.965 0.24
N 1.470 0.648 2.814 -0.02
N 1.554 -1.115 4.317 -0.77
H -0.863 2.333 -1.705 0.44
H -0.466 3.933 -2.122 0.42
H 2.023 4.733 2.240 0.26
H 3.220 3.327 3.653 0.27
H 1.721 -1.456 5.248 0.43
H 0.797 -1.513 3.778 0.44
C -0.519 -1.779 -2.753 -0.72
C -0.126 -2.874 -1.773 -0.73
P -0.195 -2.255 -0.034 1.14
C 0.717 -3.568 0.845 -0.41
C 1.704 -3.271 1.781 -0.23
C 2.356 -4.293 2.459 -0.21
C 2.036 -5.615 2.192 -0.17
C 1.048 -5.918 1.262 -0.21
C 0.382 -4.902 0.600 -0.12
C -1.886 -2.597 0.550 -0.35
C -2.982 -2.700 -0.302 -0.21
C -4.256 -2.865 0.220 -0.19
C -4.447 -2.922 1.593 -0.20
C -3.354 -2.842 2.445 -0.14
C -2.082 -2.670 1.928 -0.22
P 0.359 -0.187 -2.426 1.10
C -0.508 0.806 -3.699 -0.39
C -1.901 0.911 -3.616 -0.24
C -2.615 1.532 -4.627 -0.19
C -1.953 2.064 -5.725 -0.18
C -0.570 1.999 -5.789 -0.21
C 0.154 1.376 -4.782 -0.14
C 1.998 -0.431 -3.191 -0.39
C 2.384 -1.606 -3.830 -0.21
C 3.635 -1.705 -4.425 -0.20
C 4.511 -0.632 -4.398 -0.17
C 4.122 0.553 -3.790 -0.22
C 2.882 0.651 -3.181 -0.15
H -1.581 -1.553 -2.663 0.26
H -0.340 -2.066 -3.790 0.26
H 0.904 -3.197 -1.949 0.24
H -0.764 -3.750 -1.885 0.26
H 1.962 -2.236 1.973 0.23
H 3.113 -4.063 3.197 0.23
H 2.549 -6.413 2.711 0.24
H 0.789 -6.949 1.061 0.24
H -0.416 -5.145 -0.090 0.22
H -2.852 -2.668 -1.376 0.21
H -5.102 -2.953 -0.449 0.23
H -5.444 -3.040 1.996 0.23
H -3.501 -2.915 3.515 0.22
H -1.229 -2.605 2.595 0.21
H -2.433 0.510 -2.759 0.23
H -3.694 1.595 -4.563 0.23
H -2.514 2.523 -6.527 0.24
H -0.046 2.428 -6.633 0.23
H 1.230 1.328 -4.854 0.22
H 1.708 -2.447 -3.912 0.22
H 3.915 -2.621 -4.930 0.23
H 5.485 -0.715 -4.863 0.23
H 4.789 1.406 -3.794 0.23
H 2.575 1.585 -2.722 0.21
N 3.132 -1.510 -0.269 -0.31
C 4.470 -1.433 -0.316 0.02
C 4.806 -0.122 -0.068 -0.31
C 3.588 0.535 0.107 0.00
N 2.572 -0.317 -0.009 -0.31
H 2.556 -2.331 -0.353 0.44
H 5.089 -2.292 -0.514 0.25
H 5.791 0.310 -0.031 0.26
H 3.422 1.580 0.313 0.23

---

No. 4
90
Properties=species:S:1:pos:R:3:mulliken_charge:R:1 method="wB97M-V/def2-TZVPD" orbital_gap_ha=0.2386 e_tot_ev=-177117.6862 homo_energy_ev=-13.1 charge=+2
W 0.095 1.116 -0.150 1.47
Cl 0.818 0.261 7.245 -0.16
C 0.451 0.206 5.560 0.04
C 0.089 -1.007 4.965 -0.81
C -0.193 -1.066 3.618 -0.42
C -0.091 0.072 2.811 0.32
O -0.346 -0.036 1.507 0.05
C 0.244 1.292 3.419 0.59
C 0.064 2.516 2.713 -0.33
N -0.068 2.646 1.431 0.41
C -0.867 3.757 0.987 -0.60
C -0.690 5.074 1.274 -0.41
C -1.729 5.985 0.962 -1.01
C -2.926 5.548 0.467 -0.85
C -3.133 4.169 0.199 0.38
C -4.357 3.603 -0.237 -0.96
C -4.444 2.250 -0.410 -1.21
C -3.294 1.457 -0.247 -0.19
N -2.128 1.951 0.107 0.30
C -2.070 3.291 0.409 1.30
C 0.492 1.347 4.803 -0.97
H 0.027 -1.898 5.575 0.52
H -0.495 -2.000 3.162 0.32
H -0.106 3.409 3.315 0.54
H 0.224 5.422 1.739 0.62
H -1.583 7.038 1.158 0.46
H -3.729 6.248 0.281 0.46
H -5.216 4.240 -0.406 0.50
H -5.368 1.776 -0.709 0.55
H -3.340 0.393 -0.437 0.39
H 0.721 2.299 5.266 0.48
C 1.151 -4.047 1.111 -1.49
C 1.591 -2.593 0.990 1.05
Sb 0.797 -1.598 -0.732 -0.81
C 2.373 -1.872 -2.142 0.45
C 2.809 -3.333 -2.207 -1.19
C -0.844 -2.869 -1.243 -0.81
C -2.015 -2.624 -0.291 -1.22
H 1.657 -4.496 1.968 0.43
H 1.420 -4.635 0.233 0.37
H 0.078 -4.153 1.272 0.33
H 2.671 -2.518 0.876 -0.14
H 1.320 -1.999 1.857 -0.49
H 3.183 -1.230 -1.788 0.49
H 2.040 -1.500 -3.106 -0.48
H 3.604 -3.445 -2.944 0.47
H 1.991 -3.991 -2.507 0.31
H 3.197 -3.684 -1.250 0.22
H -0.478 -3.892 -1.159 0.79
H -1.107 -2.711 -2.289 0.73
H -1.762 -2.914 0.729 0.23
H -2.889 -3.202 -0.592 0.49
H -2.301 -1.569 -0.256 0.12
S -0.403 2.935 -2.071 -0.25
P -0.760 1.047 -2.527 0.52
S 1.999 1.481 -0.840 -0.06
C -2.465 0.752 -3.052 0.77
C -3.080 -0.491 -2.916 0.39
C -4.365 -0.683 -3.399 -1.15
C -5.032 0.361 -4.030 -0.72
C -4.416 1.597 -4.171 -0.78
C -3.135 1.799 -3.679 -0.83
C 0.277 0.348 -3.834 1.12
C -0.081 -0.839 -4.471 -0.43
C 0.740 -1.358 -5.462 -0.82
C 1.903 -0.692 -5.826 -0.62
C 2.245 0.505 -5.208 -0.84
C 1.436 1.025 -4.209 -0.60
H -2.571 -1.307 -2.421 0.29
H -4.844 -1.647 -3.290 0.51
H -6.032 0.207 -4.413 0.44
H -4.932 2.408 -4.668 0.47
H -2.664 2.768 -3.778 0.48
H -1.005 -1.347 -4.227 0.37
H 0.461 -2.275 -5.963 0.46
H 2.535 -1.095 -6.605 0.44
H 3.135 1.039 -5.512 0.46
H 1.689 1.968 -3.742 0.57
Br 5.323 -2.406 1.606 -0.13
C 4.819 -1.734 3.307 0.23
C 5.257 -2.422 4.430 -0.45
C 4.933 -1.956 5.694 -0.65
C 4.180 -0.802 5.843 -0.69
C 3.740 -0.113 4.723 -0.51
C 4.053 -0.583 3.454 0.12
I 3.283 0.464 1.813 0.40
H 5.857 -3.313 4.307 0.43
H 5.282 -2.494 6.565 0.40
H 3.937 -0.427 6.828 0.43
H 3.165 0.794 4.832 0.63

---

No. 5
94
Properties=species:S:1:pos:R:3:mulliken_charge:R:1 method="wB97M-V/def2-TZVPD" e_above_lowest_kcal_mol=2.96 orbital_gap_ha=0.2508 e_tot_ev=-75192.0902 homo_energy_ev=-16.3 charge=+3
Zr -0.335 1.126 -0.278 -0.28
C -1.717 1.008 3.998 -1.99
C -1.257 0.705 2.620 0.15
N -0.453 1.427 1.920 1.15
C 0.239 2.634 2.420 -1.19
C 1.050 3.253 1.272 -1.06
N 1.680 2.145 0.504 -0.21
C 2.630 2.546 -0.584 -0.89
C 2.392 1.715 -1.841 -0.31
N 0.939 1.801 -2.110 -0.37
C 0.369 1.181 -3.335 -1.29
C 0.047 -0.290 -3.125 -0.47
N -0.666 -0.476 -1.842 0.89
C -1.486 -1.442 -1.602 0.33
C -1.968 -2.462 -2.573 -2.02
C -1.975 -1.517 -0.188 0.12
C -2.939 -2.401 0.276 -0.77
C -3.339 -2.306 1.603 -1.41
C -2.799 -1.323 2.425 -0.29
C -1.838 -0.475 1.897 0.45
N -1.424 -0.620 0.633 1.19
H -2.757 1.346 3.952 0.40
H -1.125 1.787 4.472 0.49
H -1.686 0.112 4.618 0.47
H 0.904 2.344 3.239 0.53
H -0.472 3.364 2.807 0.66
H 1.784 3.956 1.670 0.61
H 0.405 3.814 0.589 0.58
H 2.218 1.597 1.171 -0.26
H 3.656 2.425 -0.234 0.45
H 2.478 3.607 -0.797 0.39
H 2.677 0.675 -1.690 0.03
H 2.975 2.109 -2.676 0.54
H 0.726 2.794 -2.178 0.50
H 1.037 1.299 -4.190 0.54
H -0.551 1.726 -3.553 0.33
H 0.966 -0.880 -3.070 0.26
H -0.533 -0.654 -3.971 0.53
H -1.825 -3.463 -2.162 0.48
H -1.470 -2.409 -3.535 0.40
H -3.042 -2.325 -2.729 0.49
H -3.381 -3.138 -0.380 0.69
H -4.090 -2.982 1.991 0.54
H -3.133 -1.218 3.448 0.64
F 7.478 0.936 1.169 -0.30
C 6.239 0.479 1.063 0.08
C 5.883 -0.239 -0.067 -0.78
C 4.585 -0.715 -0.167 -0.87
C 3.652 -0.476 0.846 0.80
C 4.052 0.243 1.974 -0.14
C 5.346 0.729 2.091 -1.00
Sb 1.684 -1.160 0.546 2.08
C 2.028 -2.996 -0.400 0.47
C 2.925 -3.862 0.237 -0.58
C 3.235 -5.090 -0.317 -0.72
C 2.639 -5.444 -1.518 0.05
F 2.933 -6.618 -2.056 -0.30
C 1.752 -4.613 -2.177 -0.82
C 1.454 -3.384 -1.607 -0.32
C 1.031 -1.873 2.435 0.88
C 0.443 -3.137 2.499 -0.73
C -0.064 -3.630 3.693 -0.89
C 0.033 -2.847 4.829 0.21
F -0.447 -3.309 5.977 -0.32
C 0.619 -1.592 4.808 -1.03
C 1.104 -1.111 3.601 -0.32
H 6.621 -0.427 -0.835 0.52
H 4.319 -1.299 -1.042 0.50
H 3.377 0.408 2.807 0.30
H 5.678 1.271 2.966 0.53
H 3.395 -3.585 1.175 0.51
H 3.928 -5.772 0.159 0.51
H 1.323 -4.933 -3.117 0.55
H 0.767 -2.734 -2.132 0.18
H 0.387 -3.768 1.619 0.47
H -0.506 -4.616 3.759 0.56
H 0.706 -1.026 5.727 0.59
H 1.562 -0.128 3.603 0.14
O -2.461 1.479 -0.247 -0.69
C -2.377 2.472 -1.061 1.64
O -1.192 2.961 -1.154 -0.76
C -3.511 2.936 -1.836 0.21
C -3.327 3.984 -2.745 -0.41
C -4.396 4.434 -3.497 -0.72
C -5.622 3.823 -3.304 -0.02
C -5.839 2.798 -2.400 -0.69
C -4.765 2.346 -1.657 -0.38
N -6.779 4.297 -4.119 1.00
O -6.551 5.182 -4.908 -0.56
O -7.866 3.868 -3.808 -0.55
H -2.357 4.450 -2.850 0.52
H -4.303 5.235 -4.215 0.53
H -6.831 2.385 -2.294 0.52
H -4.896 1.551 -0.937 0.57